Record 1
Formula: C6H10
Source: the OMol25 dataset
Level of theory: ωB97M-V/def2-TZVPD

The geometry in XYZ format:
```
16
Properties=species:S:1:pos:R:3:forces:R:3:mulliken_charge:R:1
C -1.521 -0.909 0.328 0.008 -0.039 0.040 -1.16
C -1.044 -0.074 -0.861 -0.017 0.009 -0.048 -0.65
C 0.545 1.349 0.615 0.058 -0.017 0.109 -0.79
C 1.512 0.545 1.060 -0.047 0.113 0.047 -0.24
C 1.499 -0.341 -0.167 0.079 -0.166 -0.054 -0.87
C 0.331 0.573 -0.672 -0.076 0.033 -0.128 0.36
H -2.556 -1.235 0.188 0.134 0.043 -0.009 0.37
H -0.909 -1.808 0.460 -0.095 0.134 -0.006 0.28
H -1.024 -0.696 -1.766 0.003 0.083 0.123 0.31
H -1.772 0.726 -1.057 0.107 -0.107 0.024 0.33
H 0.057 2.235 1.014 0.086 -0.138 -0.019 0.39
H 2.111 0.525 1.967 -0.059 0.043 -0.150 0.39
H -1.470 -0.337 1.261 -0.039 -0.076 -0.137 0.32
H 1.238 -1.394 -0.011 0.033 0.172 -0.002 0.22
H 2.407 -0.295 -0.780 -0.137 -0.010 0.072 0.26
H 0.596 1.133 -1.579 -0.039 -0.076 0.139 0.47
```
Positions in Å, forces in eV/Å.

The total charge is 0. Its SMILES is CC[C@H]1C=CC1. The strongest force on any atom is 0.19 eV/A. Its energy above the lowest of the compared OMol25 structures with the same formula, charge and spin is 28.5 kcal per mole. The HOMO energy is -9.37 eV.

---

Record 2
Formula: C6H10
Source: the OMol25 dataset
Level of theory: ωB97M-V/def2-TZVPD

The geometry in XYZ format:
```
16
Properties=species:S:1:pos:R:3:forces:R:3:mulliken_charge:R:1
C -1.854 -1.143 -1.664 0.330 0.177 -0.015 -1.02
C -1.124 0.231 -1.443 0.082 -0.097 0.279 -0.30
C -0.929 0.596 -0.042 -0.926 0.169 0.452 0.21
C -0.338 0.659 1.001 0.415 0.033 -0.012 -0.42
C 0.826 0.624 1.892 -0.054 0.028 0.232 -0.29
C 2.116 0.260 1.134 -0.002 -0.001 0.013 -1.15
H -1.131 -1.954 -1.728 0.034 -0.038 0.017 0.28
H -2.547 -1.404 -0.847 0.409 0.426 -0.141 0.33
H -2.461 -1.176 -2.581 0.394 0.284 0.178 0.32
H -0.018 0.336 -1.459 -0.163 -1.293 -1.954 0.21
H -1.476 0.984 -2.150 -0.317 0.191 0.546 0.34
H 0.645 -0.109 2.680 0.072 0.047 0.126 0.29
H 0.941 1.595 2.375 0.044 -0.024 0.106 0.27
H 2.345 0.991 0.350 -0.117 -0.077 0.151 0.31
H 2.967 0.233 1.824 -0.133 0.012 -0.082 0.34
H 2.039 -0.724 0.659 -0.068 0.162 0.104 0.30
```
Positions in Å, forces in eV/Å.

The total charge is 0. Its SMILES is CCC#CCC. The strongest force on any atom is 2.35 eV/A. Its energy above the lowest of the compared OMol25 structures with the same formula, charge and spin is 55.8 kcal per mole. The HOMO energy is -8.96 eV.

---

Record 3
Formula: C6H10
Source: the OMol25 dataset
Level of theory: ωB97M-V/def2-TZVPD

The geometry in XYZ format:
```
16
Properties=species:S:1:pos:R:3:forces:R:3:mulliken_charge:R:1
C -2.465 -0.036 0.250 -0.046 0.011 0.033 -1.27
C -1.168 -0.227 -0.531 0.004 -0.016 -0.060 -0.40
C 0.037 0.399 0.169 -0.047 -0.003 0.076 -0.58
C 1.346 0.221 -0.634 0.017 -0.003 -0.065 -0.71
C 2.488 -0.157 0.204 0.367 -0.123 0.258 -0.47
C 3.399 -0.499 0.913 -0.334 0.120 -0.240 0.14
H -2.375 -0.451 1.261 -0.019 0.062 -0.152 0.33
H -3.307 -0.534 -0.243 0.128 0.092 0.076 0.34
H -2.712 1.028 0.348 0.031 -0.153 -0.008 0.32
H -0.977 -1.300 -0.669 -0.016 0.146 0.018 0.33
H -1.275 0.196 -1.539 0.027 -0.034 0.137 0.30
H -0.146 1.466 0.344 0.029 -0.158 -0.012 0.32
H 0.155 -0.060 1.158 -0.025 0.042 -0.149 0.35
H 1.206 -0.556 -1.396 0.034 0.064 0.131 0.30
H 1.588 1.138 -1.183 -0.025 -0.124 0.073 0.29
H 4.203 -0.811 1.542 -0.125 0.078 -0.116 0.40
```
Positions in Å, forces in eV/Å.

The total charge is 0. Its SMILES is C#CCCCC. The strongest force on any atom is 0.47 eV/A. Its energy above the lowest of the compared OMol25 structures with the same formula, charge and spin is 35.0 kcal per mole. The HOMO energy is -9.90 eV.

---

The records above yield Kohn-Sham gap values of 10.6; 10.0; 11.0 eV, respectively.